Entry 1:
The following is a DFT calculation (the ωB97M-V functional and the def2-TZVPD basis) of 3 unconnected molecules or ions with the total composition C32H63BBr2ClN6O7P2 in a non-equilibrium geometry.

As for the net charge: -1. The value obtained for the maximum force is 9.0 eV Å⁻¹. The calculation puts the HOMO-LUMO gap at 5.13 eV. As for the lowest unoccupied orbital energy: 0.6 eV. The highest occupied orbital energy comes out at -4.576 eV.

Last column: Löwdin charge in e.
CARTESIAN COORDINATES (ANGSTROEM)
C1 -5.01381 3.50651 1.81928  -0.139
C2 -5.51234 2.66997 0.49935  -0.153
C3 -4.25847 1.93060 -0.32362  -0.232
O1 -3.02312 2.31134 0.08317  -0.009
O2 -4.53774 0.92290 -1.35827  -0.132
C4 -4.82218 1.52873 -2.66890  -0.208
C5 -3.51547 2.18299 -3.42485  -0.082
C6 -2.06785 1.61061 -2.91094  -0.268
O3 -1.31038 2.85976 -2.67375  -0.156
B1 -0.64338 3.33740 -3.92665  -0.818
C7 -1.31101 4.76369 -4.40071  -0.066
C8 -0.93190 6.04099 -3.39211  -0.331
C9 -2.25170 6.96651 -3.08423  -0.113
O4 -0.16230 5.63766 -2.20528  -0.185
C10 -0.98898 5.58420 -0.98981  -0.184
C11 -0.12608 4.65689 0.10253  -0.070
C12 -0.30013 4.83634 1.72736  -0.050
C13 0.55742 3.90706 2.81589  -0.087
C14 1.61628 2.70811 2.33393  -0.101
C15 1.76414 2.50253 0.70881  -0.073
C16 0.93586 3.46037 -0.38390  0.030
O5 -0.77125 2.14115 -4.80647  -0.097
C17 -1.02622 0.92360 -3.98775  -0.601
Cl1 0.50589 0.71602 -2.89985  0.633
C18 -1.53529 -0.44883 -4.72546  -0.468
Br1 -3.41064 -1.20906 -4.46503  0.662
C19 -0.65641 -1.25958 -5.63947  -0.610
C20 -1.19553 -2.68208 -6.33572  -0.195
Br2 1.22889 -0.73151 -6.11684  0.653
H1 -4.06237 3.07879 2.34980  0.084
H2 -5.89581 3.44592 2.61211  0.077
H3 -4.81744 4.62887 1.46531  0.091
H4 -6.06322 3.34162 -0.28643  0.112
H5 -6.18218 1.78151 0.89388  0.117
H6 -5.40119 0.74755 -3.33106  0.098
H7 -5.59535 2.41261 -2.46827  0.122
H8 -3.62823 2.10364 -4.61052  0.141
H9 -3.56618 3.35484 -3.20257  0.124
H10 -1.99636 0.94790 -1.94930  0.141
H11 0.51720 3.53252 -3.90642  0.087
H12 -2.48392 4.76069 -4.47111  0.081
H13 -0.92538 5.04173 -5.49327  0.110
H14 -0.19864 6.72131 -4.04383  0.143
H15 -2.08355 7.83252 -2.31495  0.075
H16 -3.12738 6.25239 -2.71314  0.080
H17 -2.63098 7.40273 -4.12696  0.092
H18 -1.15773 6.61416 -0.45872  0.120
H19 -2.01361 4.98800 -1.13188  0.139
H20 -1.03925 5.62320 2.21666  0.076
H21 0.42376 4.08834 3.96836  0.061
H22 2.22576 2.03863 3.11078  0.068
H23 2.52403 1.66153 0.33616  0.062
H24 1.15657 3.22227 -1.51681  0.074
H25 -0.25679 -3.32063 -6.70246  0.073
H26 -1.74195 -3.37762 -5.54160  0.064
H27 -1.88392 -2.35511 -7.22376  0.082
O6 -0.02254 0.30288 4.73334  -0.295
P1 0.53518 -1.12545 4.51799  0.757
N1 -0.92103 -1.69312 3.81646  -0.343
C21 -2.21538 -1.51886 4.46749  -0.122
C22 -1.05586 -1.24872 2.42077  -0.123
N2 0.65843 -1.47738 6.18062  -0.341
C23 -0.31203 -2.21352 6.96870  -0.132
C24 1.24195 -0.42097 7.00957  -0.150
N3 1.17632 -2.76742 4.27044  -0.308
C25 0.45729 -3.98632 3.94751  -0.126
C26 2.54766 -3.01390 4.69478  -0.141
H28 -3.01249 -1.96508 3.86422  0.083
H29 -2.46209 -0.46700 4.63172  0.085
H30 -2.26877 -2.04299 5.41772  0.049
H31 -0.12576 -1.43094 1.87150  0.052
H32 -1.28046 -0.17878 2.35848  0.088
H33 -1.84221 -1.80679 1.90141  0.084
H34 -1.17312 -1.59696 7.23398  0.080
H35 0.14189 -2.57001 7.90160  0.081
H36 -0.65848 -3.11294 6.46168  0.060
H37 0.49624 0.33641 7.27817  0.076
H38 2.06119 0.07713 6.48113  0.071
H39 1.66818 -0.82876 7.93349  0.076
H40 -0.28539 -4.24713 4.70378  0.070
H41 1.12997 -4.84848 3.85839  0.083
H42 -0.03860 -3.91056 2.97400  0.069
H43 2.57701 -3.51533 5.66773  0.081
H44 3.10529 -2.07494 4.77969  0.073
H45 3.08477 -3.62971 3.96507  0.067
O7 5.45399 -3.11198 -2.12021  -0.312
P2 4.28959 -2.93775 -1.11454  0.755
N4 4.35233 -4.57361 -0.60961  -0.352
C27 4.32012 -5.68068 -1.55982  -0.126
C28 5.46963 -4.80888 0.31770  -0.155
N5 3.11326 -2.65243 -2.31380  -0.325
C29 2.20027 -3.63789 -2.86158  -0.118
C30 3.50459 -1.72373 -3.37589  -0.163
N6 2.95104 -2.73746 0.04155  -0.293
C31 2.17606 -3.75846 0.72271  -0.111
C32 2.35415 -1.41258 0.14066  -0.141
H46 4.35378 -6.64014 -1.03376  0.079
H47 5.15459 -5.65046 -2.26481  0.082
H48 3.38984 -5.71127 -2.12030  0.051
H49 5.48688 -4.03867 1.09647  0.071
H50 6.43434 -4.78702 -0.19994  0.075
H51 5.36379 -5.77130 0.82963  0.075
H52 2.68939 -4.28381 -3.59338  0.080
H53 1.35860 -3.14459 -3.36326  0.082
H54 1.74544 -4.25436 -2.08753  0.061
H55 4.09693 -2.22570 -4.14984  0.076
H56 4.09993 -0.89989 -2.96926  0.077
H57 2.62759 -1.27024 -3.85215  -0.019
H58 1.65366 -4.41989 0.02906  0.076
H59 1.41081 -3.32412 1.37808  0.051
H60 2.80655 -4.36301 1.38330  0.072
H61 1.42114 -1.35498 -0.42949  0.082
H62 3.03580 -0.64692 -0.24527  0.063
H63 2.14660 -1.14728 1.18312  0.064

=====

Entry 2:
The following is a DFT calculation (the ωB97M-V functional and the def2-TZVPD basis) of 3 unconnected molecules or ions with the total composition C32H63BN4O4 in a non-equilibrium geometry.

The value obtained for the maximum force is 4.7 eV Å⁻¹. The calculation puts the HOMO-LUMO gap at 9.01 eV. As for the lowest unoccupied orbital energy: 0.4 eV. The highest occupied orbital energy comes out at -8.626 eV. As for the structure (SMILES): CCCCCCCCCCCCCCC[C@@H]1OC(=O)[C@@](CN)(B(O)OCC)[C@H]1CNC.CCCC#N.CCCC#N.

Last column: Löwdin charge in e.
CARTESIAN COORDINATES (ANGSTROEM)
C1 -1.14840 -4.11069 1.17017  -0.120
C2 -1.51689 -4.23779 -0.32719  -0.255
C3 -0.51403 -3.53933 -1.24041  -0.236
C4 -0.61143 -4.02521 -2.69182  -0.219
C5 0.09867 -3.09028 -3.68560  -0.215
C6 -0.73975 -1.84564 -3.99382  -0.220
C7 -0.23333 -1.02282 -5.18861  -0.202
C8 0.89263 -0.08979 -4.72731  -0.222
C9 1.36278 0.94946 -5.79038  -0.192
C10 1.41656 2.34202 -5.10694  -0.217
C11 2.62748 2.37128 -4.16963  -0.197
C12 2.58047 3.53473 -3.13084  -0.193
C13 2.68130 3.00240 -1.69620  -0.205
C14 1.35272 2.49213 -1.07221  -0.216
C15 0.09485 3.26032 -1.50239  -0.110
C16 -1.11163 3.21412 -0.53765  -0.218
O1 -1.47081 4.53150 -0.05201  0.031
C17 -1.81877 4.51617 1.27630  -0.477
O2 -2.60595 5.19251 1.77396  0.205
C18 -0.84810 3.44870 1.87556  -0.129
C19 0.50479 4.25048 1.75566  -0.153
N1 1.57144 3.77536 2.64944  0.039
B1 -1.21877 2.92969 3.35524  -0.561
O3 -2.45476 3.25728 3.88487  0.175
O4 -0.41747 2.14330 4.16692  0.067
C20 -0.05721 0.86043 3.64693  -0.222
C21 1.45790 0.71165 3.43173  -0.067
C22 -1.05733 2.39847 0.75879  -0.182
C23 -2.31683 1.50961 0.84259  -0.166
N2 -3.56433 2.19584 0.48680  -0.092
C24 -4.23013 1.69472 -0.71032  -0.126
H1 -0.64688 -5.00282 1.55515  0.069
H2 -0.51859 -3.23910 1.37615  0.060
H3 -2.07166 -4.02382 1.75172  0.000
H4 -1.57028 -5.30619 -0.55390  0.106
H5 -2.52668 -3.83844 -0.45358  0.107
H6 0.49038 -3.79870 -0.88638  0.099
H7 -0.61366 -2.45123 -1.16367  0.105
H8 -1.66776 -4.13148 -2.96508  0.111
H9 -0.17965 -5.02600 -2.78998  0.111
H10 1.09946 -2.83607 -3.32260  0.101
H11 0.19543 -3.66130 -4.61559  0.110
H12 -1.75537 -2.19520 -4.21155  0.111
H13 -0.81029 -1.20831 -3.10531  0.101
H14 0.15280 -1.63555 -6.00641  0.115
H15 -1.06596 -0.39186 -5.51406  0.112
H16 0.57324 0.48315 -3.84740  0.093
H17 1.77152 -0.64979 -4.39049  0.105
H18 2.40311 0.71428 -6.03339  0.102
H19 0.76552 0.95230 -6.70361  0.105
H20 0.46539 2.56399 -4.61407  0.096
H21 1.54547 3.09024 -5.89645  0.110
H22 3.50969 2.50265 -4.80090  0.111
H23 2.77171 1.45051 -3.59872  0.095
H24 3.49044 4.12079 -3.30330  0.103
H25 1.75265 4.22011 -3.31548  0.098
H26 3.35392 2.14307 -1.71416  0.078
H27 3.14259 3.71092 -1.00105  0.109
H28 1.49978 2.47007 0.00198  0.054
H29 1.22368 1.45211 -1.40341  0.099
H30 -0.22268 2.97073 -2.50412  0.100
H31 0.37934 4.31776 -1.58647  0.123
H32 -1.95939 3.00900 -1.19259  0.134
H33 0.26227 5.28561 2.00704  0.136
H34 0.87333 4.26216 0.72804  0.103
H35 2.06794 4.59542 2.98174  0.077
H36 2.25256 3.21465 2.14555  0.059
H37 -2.83994 2.41574 4.17517  0.115
H38 -0.30649 0.13666 4.43233  0.112
H39 -0.62798 0.55285 2.76843  0.094
H40 1.97589 1.53010 3.92471  0.071
H41 1.73556 0.69970 2.37640  0.024
H42 1.83588 -0.20966 3.88468  0.069
H43 -0.24921 1.66793 0.89104  0.134
H44 -2.45588 1.02371 1.81821  0.113
H45 -2.16492 0.69201 0.12758  0.119
H46 -4.19493 2.25707 1.27226  0.114
H47 -3.54459 1.26298 -1.43836  0.071
H48 -4.70403 2.55035 -1.21018  0.078
H49 -5.04907 0.98980 -0.50984  0.075
C25 -1.38756 -3.42347 6.02640  -0.107
C26 -2.82063 -2.95557 6.25491  -0.261
C27 -3.86372 -3.90901 5.66404  -0.188
C28 -3.79537 -3.96667 4.20518  -0.203
N3 -3.74205 -4.01091 3.05869  0.161
H50 -1.14323 -3.45491 4.96266  0.068
H51 -0.68627 -2.74095 6.50722  0.072
H52 -1.22858 -4.41955 6.44428  0.077
H53 -2.94752 -1.95573 5.83492  0.109
H54 -2.99784 -2.87391 7.32918  0.108
H55 -4.86221 -3.57618 5.95402  0.119
H56 -3.73334 -4.91145 6.07624  0.121
C29 4.76622 -2.71978 0.87410  -0.105
C30 3.33377 -2.69345 0.35257  -0.261
C31 3.07578 -1.54812 -0.63049  -0.175
C32 3.19043 -0.23914 0.00900  -0.194
N4 3.28775 0.79112 0.50702  0.193
H57 4.99777 -1.82166 1.44968  0.074
H58 4.91386 -3.57948 1.52825  0.073
H59 5.48173 -2.79447 0.05261  0.077
H60 2.64098 -2.62714 1.19445  0.110
H61 3.12680 -3.63657 -0.15530  0.105
H62 2.07051 -1.64860 -1.04834  0.100
H63 3.77336 -1.60796 -1.46901  0.126

=====

Entry 3:
The following is a DFT calculation (the ωB97M-V functional and the def2-TZVPD basis) of 14 unconnected molecules or ions with the total composition C32H64BBr26NO in a non-equilibrium geometry.

The value obtained for the maximum force is 6.2 eV Å⁻¹. The calculation puts the HOMO-LUMO gap at 9.64 eV. As for the lowest unoccupied orbital energy: 0.1 eV. The highest occupied orbital energy comes out at -9.540 eV.

Last column: Löwdin charge in e.
CARTESIAN COORDINATES (ANGSTROEM)
C1 -4.41053 0.08880 -0.11924  -0.158
C2 -3.83773 0.12792 -1.65056  -0.258
C3 -3.07919 1.52833 -1.88499  -0.257
C4 -2.79935 1.86829 -3.44748  -0.196
C5 -1.23915 1.71450 -3.86232  -0.177
B1 -0.70964 0.18462 -3.91465  -0.205
O1 0.56760 -0.16341 -3.23381  -0.038
C6 1.53173 0.63780 -3.92692  -0.215
N1 2.34010 1.53006 -4.10288  0.169
H1 -4.85716 1.11569 0.11791  0.068
H2 -3.59536 -0.12838 0.65533  0.034
H3 -5.24880 -0.71149 -0.04512  -0.028
H4 -3.18123 -0.79714 -1.85188  0.083
H5 -4.77972 0.15672 -2.32688  0.112
H6 -3.76704 2.35578 -1.45056  0.098
H7 -2.07726 1.60380 -1.32204  0.048
H8 -3.51722 1.31092 -4.15862  0.118
H9 -3.04853 2.99487 -3.57960  0.092
H10 -0.60901 2.29178 -3.06921  0.052
H11 -1.08882 2.18262 -4.91380  0.125
H12 -1.23276 -0.71118 -4.49917  0.082
Br1 -0.53837 -4.11286 -4.34535  0.612
C7 1.19993 -3.61870 -3.61201  -0.670
C8 1.58695 -4.50694 -2.45411  -0.669
Br2 0.62444 -4.02683 -0.82796  0.665
H13 1.14344 -2.56246 -3.34712  0.030
H14 1.90066 -3.74479 -4.43944  0.064
H15 2.64216 -4.37385 -2.20664  0.026
H16 1.39124 -5.56383 -2.63747  0.055
Br3 -0.71706 -0.61630 -0.18252  0.700
C9 1.14442 -0.14139 0.13624  -0.684
C10 1.60082 -0.60695 1.49683  -0.709
Br4 0.91902 0.55492 2.90657  0.615
H17 1.22735 0.93708 -0.00281  0.063
H18 1.70447 -0.64820 -0.65137  0.010
H19 2.68768 -0.54626 1.57928  -0.004
H20 1.27907 -1.62107 1.73708  0.030
Br5 6.82700 2.22960 -1.10730  0.604
C11 6.51725 0.60560 -2.14018  -0.696
C12 5.07004 0.18545 -2.08028  -0.672
Br6 4.65000 -0.65610 -0.37121  0.680
H21 7.20231 -0.15138 -1.75713  -0.016
H22 6.80084 0.86185 -3.16252  0.064
H23 4.86017 -0.57738 -2.83197  0.059
H24 4.37333 1.01437 -2.20687  0.035
Br7 -3.76595 1.54931 3.30113  0.622
C13 -2.85832 2.88344 2.21228  -0.734
C14 -3.19656 4.28389 2.66323  -0.723
Br8 -4.97809 4.80695 2.06675  0.574
H25 -3.13164 2.68443 1.17507  0.000
H26 -1.79336 2.68296 2.34720  0.044
H27 -2.51998 5.00739 2.20656  -0.020
H28 -3.17469 4.40625 3.74641  0.035
Br9 5.50016 -7.68173 -2.56242  0.604
C15 5.44747 -7.50565 -0.62194  -0.692
C16 4.49653 -6.41409 -0.19721  -0.680
Br10 5.27604 -4.64878 -0.47488  0.623
H29 6.47209 -7.33917 -0.28927  0.049
H30 5.10504 -8.47603 -0.25814  0.059
H31 4.29920 -6.47186 0.87446  0.063
H32 3.54979 -6.43230 -0.73773  0.039
Br11 -1.40569 -3.34849 2.86048  0.610
C17 -1.70831 -4.98110 1.83873  -0.706
C18 -3.15325 -5.40740 1.90298  -0.718
Br12 -3.57031 -6.23877 3.61756  0.613
H33 -1.01901 -5.73161 2.22638  0.055
H34 -1.42788 -4.73107 0.81480  -0.041
H35 -3.36005 -6.17610 1.15679  0.043
H36 -3.85240 -4.58206 1.77111  0.000
Br13 -1.96770 6.99950 5.55621  0.614
C19 -1.54885 8.53372 4.42926  -0.691
C20 -1.49801 8.14505 2.97236  -0.690
Br14 0.15724 7.20625 2.54806  0.608
H37 -0.61227 8.95292 4.79712  0.052
H38 -2.35610 9.24614 4.60848  0.058
H39 -1.49163 9.03296 2.33794  0.058
H40 -2.31951 7.49423 2.67064  0.040
Br15 9.78887 -4.28736 -2.65440  0.600
C21 9.73433 -4.11089 -0.71388  -0.691
C22 8.78630 -3.01680 -0.28996  -0.692
Br16 9.57054 -1.25329 -0.56565  0.652
H41 10.75907 -3.94753 -0.37999  0.053
H42 9.38842 -5.08026 -0.35056  0.055
H43 8.58786 -3.07457 0.78165  0.063
H44 7.84015 -3.03198 -0.83122  0.009
Br17 -3.52697 -4.72694 -1.75674  0.626
C23 -5.47133 -4.88588 -1.72679  -0.671
C24 -6.13047 -3.54829 -1.49171  -0.656
Br18 -6.01214 -3.01607 0.37879  0.694
H45 -5.71771 -5.62848 -0.96754  0.053
H46 -5.73806 -5.27614 -2.71061  0.058
H47 -7.19956 -3.60538 -1.70282  0.061
H48 -5.69087 -2.74156 -2.07956  0.050
Br19 -8.04576 5.41059 0.65695  0.585
C25 -7.61485 6.94149 -0.46882  -0.686
C26 -7.55897 6.55157 -1.92536  -0.695
Br20 -5.90568 5.60441 -2.34033  0.586
H49 -6.67776 7.35648 -0.09678  0.051
H50 -8.41938 7.65799 -0.29344  0.057
H51 -7.54525 7.43902 -2.56027  0.056
H52 -8.38159 5.90461 -2.23048  0.052
Br21 -8.48154 -4.45481 5.04497  0.596
C27 -6.58000 -4.02506 5.07230  -0.712
C28 -6.34321 -2.61855 5.56446  -0.686
Br22 -6.76067 -1.30669 4.18460  0.593
H53 -6.19963 -4.20018 4.06606  0.026
H54 -6.13514 -4.75078 5.75528  0.053
H55 -5.28717 -2.46453 5.79258  0.060
H56 -6.94051 -2.36094 6.43933  0.051
Br23 -1.57301 4.54353 -0.37620  0.733
C29 -1.15221 6.07344 -1.50459  -0.658
C30 -1.10765 5.67584 -2.95805  -0.671
Br24 0.53923 4.72413 -3.37496  0.663
H57 -0.21344 6.49015 -1.13892  0.050
H58 -1.95569 6.79075 -1.32665  0.061
H59 -1.09811 6.55946 -3.59831  0.060
H60 -1.93272 5.02735 -3.25441  0.036
Br25 10.83044 -1.57791 3.98535  0.587
C31 11.72630 -0.22326 2.90704  -0.699
C32 11.41054 1.16779 3.40006  -0.697
Br26 9.62225 1.71983 2.85713  0.598
H61 11.42813 -0.39237 1.87198  0.012
H62 12.79173 -0.43551 3.01319  0.058
H63 12.08344 1.89739 2.94654  0.057
H64 11.45731 1.26256 4.48509  0.050